132
Properties=species:S:1:pos:R:3:forces:R:3 method="wB97M-V/def2-TZVPD" e_homo_ev=-11.1 relative_energy_kj_mol=499.7 e_tot_ha=-2324.831733 max_force_ev_per_a=5.60 smiles=CCCC#N.CCCC#N.CCCC#N.CCCC#N.CCCC#N.CCCC#N.CCCC#N.CCCC#N.CCCC#N.CCCC#N.CCCC#N orbital_gap_ev=11.2 multiplicity=1
C 5.503506 8.237292 -10.764961 1.435 -0.043 -0.507
C 6.000483 7.666126 -9.442509 -0.755 -1.920 1.657
C 7.303546 6.674438 -9.329120 -0.741 1.666 -1.133
C 8.127535 6.766938 -8.101169 -1.325 0.225 -1.346
N 8.691284 6.809225 -7.108790 0.520 0.100 0.664
H 6.133725 9.106739 -10.952041 -0.142 -0.040 -0.685
H 4.459828 8.538106 -10.856381 -0.023 0.049 0.952
H 5.581200 7.482410 -11.547402 0.469 0.067 -0.252
H 5.210280 6.974244 -9.151036 -0.217 0.185 0.579
H 6.055017 8.434497 -8.671307 0.118 -0.020 -0.071
H 7.865037 6.973021 -10.214381 0.669 -0.315 0.180
H 7.009436 5.632943 -9.459064 -0.082 0.120 0.011
C 4.630623 9.771401 -5.720437 0.632 -0.321 0.602
C 3.432273 10.587134 -5.200722 -0.832 -0.276 -0.384
C 2.286391 9.837167 -4.467003 0.539 0.136 -0.487
C 1.315241 10.827089 -3.928378 0.590 -1.330 -0.145
N 0.526952 11.540015 -3.502775 -0.141 0.373 0.055
H 5.329819 9.428845 -4.957630 0.028 0.688 0.565
H 5.217058 10.350584 -6.433701 -0.058 0.165 0.059
H 4.498570 8.792532 -6.181394 -1.188 0.156 -0.471
H 2.948607 11.046755 -6.062653 0.094 0.165 -0.125
H 3.661192 11.407083 -4.520006 0.849 -0.044 -0.208
H 2.723432 9.193979 -3.703202 -0.306 0.231 0.415
H 1.780617 9.167102 -5.162195 -0.209 0.077 0.015
C 10.977412 17.721577 -6.436161 1.676 0.103 -0.023
C 12.420105 18.347233 -6.396383 -1.622 0.754 -0.100
C 13.435764 17.479957 -7.037719 1.066 -0.846 -1.852
C 13.692505 17.756075 -8.472458 -0.179 1.038 -1.529
N 13.837930 18.037011 -9.593188 -0.190 -0.607 1.762
H 11.076923 16.951070 -5.671629 -1.116 0.187 0.334
H 10.748399 17.163429 -7.343970 0.299 0.227 -0.361
H 10.222111 18.501964 -6.343318 -0.086 -0.393 0.639
H 12.732255 18.462199 -5.358379 -0.299 0.168 0.063
H 12.420414 19.334655 -6.858013 0.063 0.083 0.098
H 13.074686 16.453498 -7.101777 0.434 -0.340 0.757
H 14.414831 17.571605 -6.567477 -0.083 -0.465 0.194
C 6.389072 13.081035 -13.205851 0.397 0.040 -0.212
C 7.535491 12.255670 -13.859381 -2.167 1.944 -0.749
C 7.399813 10.746639 -13.696631 1.854 0.497 1.110
C 7.935563 10.525923 -12.354183 -0.657 -0.577 0.178
N 8.412331 10.380350 -11.323611 0.251 -0.015 0.469
H 6.419695 14.122326 -13.526605 0.528 0.115 -0.004
H 6.504528 13.094369 -12.122058 -0.537 -0.237 0.074
H 5.405889 12.794846 -13.579402 -0.077 -0.561 0.508
H 8.446619 12.702699 -13.461763 0.322 -0.658 -0.221
H 7.425325 12.543333 -14.904949 0.547 -0.354 -0.249
H 8.208842 10.292370 -14.268652 -0.534 -0.370 -0.747
H 6.418730 10.288823 -13.823079 0.144 0.226 -0.207
C 8.774839 14.767152 -9.794406 -0.047 2.118 0.215
C 9.854712 15.185949 -10.830972 -0.332 -2.032 0.264
C 10.766822 13.986233 -11.146789 0.268 0.899 -0.794
C 11.335598 13.347067 -10.018541 0.153 -0.209 1.088
N 11.747284 12.825511 -9.089774 0.338 -0.430 0.730
H 8.134760 15.647671 -9.738872 -0.514 -0.054 0.055
H 9.193240 14.758936 -8.787948 0.329 -0.389 -0.017
H 8.116396 13.904322 -9.894824 0.463 -0.204 -0.663
H 10.453653 16.014248 -10.452437 -0.138 -0.030 0.058
H 9.471909 15.444923 -11.818134 -0.434 0.347 0.246
H 11.615474 14.382687 -11.704212 -0.048 -0.348 -0.575
H 10.241438 13.185114 -11.666665 -0.073 0.246 -0.471
C 8.339089 11.014854 -7.945877 0.444 -0.620 -0.220
C 8.208038 11.986473 -6.802027 -2.372 -0.336 -0.225
C 9.490983 12.474066 -6.281494 1.757 1.865 0.833
C 9.440280 13.744665 -5.499155 -0.308 2.506 3.002
N 9.453728 14.683021 -4.770899 -0.019 -3.253 -2.852
H 8.370467 11.500460 -8.921226 0.515 -0.047 0.082
H 7.557770 10.260315 -8.037079 -0.387 0.234 0.338
H 9.230810 10.426268 -7.730227 0.309 -0.079 -0.619
H 7.708582 11.482130 -5.974820 -0.256 0.149 0.074
H 7.552432 12.800257 -7.111954 0.000 0.205 0.158
H 10.231633 12.752878 -7.031023 0.079 -0.590 -0.485
H 9.919408 11.730777 -5.609128 0.279 -0.039 -0.074
C 10.863094 15.590491 -0.852741 -1.137 0.379 1.461
C 11.473157 14.433049 -1.579073 -0.116 0.522 -0.450
C 11.469195 13.153622 -0.752722 1.139 0.103 1.153
C 12.035939 13.363148 0.645302 1.476 0.380 0.997
N 12.558663 13.578203 1.673869 -1.510 -0.615 -2.513
H 10.757190 16.534458 -1.387340 -0.017 -0.280 -0.140
H 11.279296 15.797698 0.133129 1.386 0.202 -0.293
H 9.924961 15.306003 -0.376206 -0.936 -0.086 -0.975
H 12.454101 14.740086 -1.941807 0.535 -0.416 0.543
H 10.998095 14.215682 -2.535715 -0.650 0.033 0.136
H 12.105115 12.481014 -1.328307 0.042 -0.515 0.547
H 10.508484 12.673255 -0.567308 -0.239 0.292 -0.518
C 14.935707 11.076705 -3.444943 0.085 -0.861 1.042
C 14.491416 10.748648 -4.854019 1.341 1.276 0.776
C 13.558228 11.906345 -5.216578 -1.711 -0.926 -1.646
C 14.075415 13.123094 -5.876980 -0.977 -3.171 2.310
N 14.440880 14.064182 -6.372994 1.022 2.592 -1.401
H 14.103090 11.139034 -2.744258 -0.286 -0.001 -0.062
H 15.444303 12.038336 -3.376383 0.242 -0.139 -0.130
H 15.544298 10.258227 -3.060492 0.432 0.272 0.125
H 14.133271 9.720985 -4.915129 -0.703 0.371 -0.167
H 15.430708 10.760705 -5.406917 -0.272 0.093 -0.628
H 12.862611 12.092485 -4.398297 0.614 0.750 0.500
H 12.785080 11.552356 -5.898501 0.144 -0.177 -0.756
C 5.065372 14.505360 -8.477037 0.415 0.609 -0.619
C 3.649732 14.765205 -7.995146 -1.228 -0.392 -0.695
C 2.546581 14.241926 -8.976739 0.347 -1.247 0.576
C 2.490817 12.776804 -9.038607 -0.535 -2.368 0.207
N 2.382788 11.617460 -9.116562 0.403 2.096 0.167
H 5.189896 14.919029 -9.477780 0.007 0.364 -0.085
H 5.365193 13.469698 -8.637088 -0.560 -0.351 0.468
H 5.845496 14.949462 -7.858740 -0.189 0.106 0.178
H 3.281505 15.787298 -7.906634 1.172 0.518 0.037
H 3.457714 14.357640 -7.002620 0.034 -0.335 -0.071
H 2.644500 14.461195 -10.039961 0.297 0.967 0.129
H 1.584375 14.592419 -8.603354 -0.089 -0.026 -0.251
C 8.715660 8.720130 -0.929020 -1.672 0.083 0.281
C 7.839444 7.999535 -2.001500 1.966 -0.707 0.411
C 7.787987 8.696727 -3.359889 0.450 -0.544 0.151
C 7.410371 10.081594 -3.322794 0.875 -4.427 0.212
N 7.070121 11.137247 -3.292224 -1.551 5.382 0.099
H 8.083292 9.506141 -0.516225 0.511 0.461 0.136
H 9.677399 9.099636 -1.274177 -0.263 0.121 -0.439
H 8.957882 8.062301 -0.094334 -0.188 -0.209 -0.090
H 6.858215 7.631565 -1.701697 -0.027 0.633 0.453
H 8.422618 7.085199 -2.111026 -0.275 -0.338 -0.740
H 7.087961 8.166936 -4.005945 0.244 -0.006 -0.258
H 8.786938 8.718872 -3.795449 0.013 -0.478 -0.250
C 12.871088 7.940730 -9.435085 -0.079 -1.423 -0.402
C 11.656663 8.658520 -10.013402 0.847 0.978 0.327
C 10.799934 7.831035 -10.938266 0.284 -1.552 -0.710
C 11.514240 7.260598 -12.166978 -2.052 2.104 3.535
N 12.042254 6.825417 -13.062922 1.286 -1.078 -2.216
H 13.350078 8.305003 -8.526250 -0.203 0.730 -0.289
H 13.633888 7.682235 -10.169543 0.095 0.339 -0.102
H 12.491759 6.967118 -9.124787 -0.017 -0.320 0.155
H 11.901921 9.556632 -10.580276 0.298 0.245 0.329
H 11.091878 8.962871 -9.132210 -0.541 0.139 -0.327
H 9.895631 8.372595 -11.215830 0.203 0.050 -0.307
H 10.472514 6.941715 -10.399737 -0.149 -0.168 0.066